#i
Below is 2 unconnected molecules or ions with the total composition CH4NO3, with properties calculated with ωB97M-V/def2-TZVPD.

Last column: Löwdin charge in e.
Geometry (Å):
N1 0.347 -0.898 -1.255  0.077
C1 0.637 0.467 -0.762  -0.790
O1 -0.439 0.949 -0.348  -0.117
O2 1.829 0.870 -0.783  -0.095
H1 -0.534 -1.277 -1.071  0.023
H2 1.059 -1.560 -1.274  0.015
H3 -0.634 1.049 2.174  0.014
H4 -1.059 0.114 1.197  -0.032
O3 -1.207 0.287 2.122  -0.096

orbital gap: 0.3330 hartree
E_LUMO: 4.47 eV
2S+1: 1
charge: -1

#ii
Below is 2 unconnected molecules or ions with the total composition CH4NO3, with properties calculated with ωB97M-V/def2-TZVPD.

Last column: Löwdin charge in e.
Geometry (Å):
C1 -1.346 -0.993 0.500  -0.768
N1 1.387 0.729 -0.848  -0.073
O1 1.336 1.454 0.391  -0.178
O2 -0.912 -0.079 1.191  -0.106
O3 -2.249 -1.788 0.544  -0.089
H1 0.571 1.190 0.893  0.009
H2 -0.823 -1.173 -0.585  0.092
H3 1.544 -0.264 -0.743  0.044
H4 0.491 0.923 -1.343  0.070

orbital gap: 0.3122 hartree
E_LUMO: 4.55 eV
2S+1: 1
charge: -1

Best to worst by energy: #i, #ii.

#i
Below is 3 unconnected molecules or ions with the total composition C2H9NO2, with properties calculated with ωB97M-V/def2-TZVPD.

Last column: Löwdin charge in e.
Geometry (Å):
C1 -0.592 3.259 -0.977  0.219
C2 0.224 2.951 0.088  -0.110
N1 0.129 3.105 1.411  0.222
H1 -1.643 3.535 -0.942  0.105
H2 -0.190 3.303 -1.983  0.105
H3 1.232 2.628 -0.136  0.145
H4 -0.707 3.533 1.809  0.149
H5 0.464 2.469 2.136  0.164
H6 -1.800 -4.498 -0.213  0.040
H7 -1.306 -5.536 0.760  0.042
O1 -1.073 -5.123 -0.081  -0.057
H8 2.438 -2.980 -0.968  0.033
H9 1.211 -3.768 -0.427  0.028
O2 1.613 -2.878 -0.477  -0.085

orbital gap (alpha / beta): 0.3350 / 0.1919 hartree
E_LUMO (alpha / beta): -4.28 / -8.17 eV
2S+1: 2
charge: +1

#ii
Below is 2 unconnected molecules or ions with the total composition C2H9NO2, with properties calculated with ωB97M-V/def2-TZVPD.

Last column: Löwdin charge in e.
Geometry (Å):
C1 -2.114 -1.101 0.027  -0.167
O1 -1.564 -0.873 -1.256  -0.122
H1 -2.699 -0.337 0.330  0.039
H2 -1.264 -1.131 0.827  0.092
H3 -2.654 -2.078 0.173  0.106
H4 -0.760 -1.430 -1.435  0.107
N1 1.994 1.034 -0.564  0.319
C2 1.422 0.530 0.665  -0.155
O2 -0.028 0.689 0.708  -0.001
H5 1.488 1.287 -1.327  0.107
H6 2.868 1.555 -0.299  0.188
H7 1.805 1.148 1.501  0.179
H8 1.712 -0.546 0.724  0.191
H9 -0.206 1.252 -0.073  0.119

orbital gap (alpha / beta): 0.3605 / 0.1486 hartree
E_LUMO (alpha / beta): -4.00 / -9.58 eV
2S+1: 2
charge: +1

Best to worst by energy: #i, #ii.

#i
Below is 2 unconnected molecules or ions with the total composition C5H9P, with properties calculated with ωB97M-V/def2-TZVPD.

Last column: Löwdin charge in e.
Geometry (Å):
C1 0.741 2.194 1.172  0.002
C2 -0.479 -1.114 1.838  -0.402
C3 1.250 2.012 0.100  -0.021
C4 -0.345 -0.598 -2.180  -0.197
C5 -0.192 -0.555 -0.675  -0.523
P1 -1.511 -0.873 0.313  0.850
H1 0.224 2.367 2.030  0.002
H2 -0.148 -2.212 1.757  0.051
H3 0.301 -0.328 1.722  -0.011
H4 -1.071 -0.876 2.746  0.015
H5 1.670 1.984 -0.946  0.073
H6 -0.651 -1.591 -2.419  0.047
H7 0.555 -0.321 -2.689  0.049
H8 -1.064 0.109 -2.579  0.064
H9 0.720 -0.198 -0.190  0.001

orbital gap: 0.3312 hartree
E_LUMO: 0.50 eV
2S+1: 1

#ii
Below is a single C5H9P molecule, with properties calculated with ωB97M-V/def2-TZVPD.

Last column: Löwdin charge in e.
Geometry (Å):
C1 0.769 -0.772 1.815  -0.058
C2 0.595 -1.896 -1.490  -0.373
C3 -0.318 -0.206 1.348  -0.147
C4 -0.964 1.720 -0.363  -0.136
C5 -0.237 0.305 -0.339  -0.602
P1 -0.802 -1.033 -1.383  0.852
H1 0.705 -1.357 2.833  0.098
H2 1.580 -0.989 1.161  0.028
H3 0.719 -2.916 -2.102  0.052
H4 1.370 -1.451 -0.966  -0.067
H5 -1.326 -0.007 1.722  0.084
H6 -1.928 1.708 0.099  0.048
H7 -1.020 2.016 -1.480  0.094
H8 -0.336 2.324 0.184  0.030
H9 0.880 0.503 -0.468  0.098

orbital gap: 0.3466 hartree
E_LUMO: 0.28 eV
2S+1: 1

#iii
Below is a single C5H9P molecule, with properties calculated with ωB97M-V/def2-TZVPD.

Last column: Löwdin charge in e.
Geometry (Å):
C1 0.942 0.128 -2.144  -0.119
C2 -1.475 -0.031 -1.561  -0.254
C3 1.480 -0.971 -1.353  -0.377
C4 0.085 0.056 2.083  -0.190
C5 -0.604 0.875 0.960  -0.292
P1 -0.124 -0.331 -0.538  0.841
H1 -1.491 0.997 -1.410  -0.027
H2 -1.209 -0.496 -2.529  -0.001
H3 1.448 -2.091 -1.214  0.075
H4 2.357 -0.449 -0.959  0.065
H5 -0.348 -0.889 2.087  0.040
H6 0.993 0.186 1.684  0.008
H7 -0.134 0.498 3.020  0.063
H8 -0.171 1.851 0.960  0.063
H9 -1.747 0.669 0.914  0.104

orbital gap (alpha / beta): 0.2618 / 0.2934 hartree
E_LUMO (alpha / beta): -0.28 / 0.35 eV
2S+1: 1

Best to worst by energy: #ii, #i, #iii.

#i
Below is 2 unconnected molecules or ions with the total composition C2H2F3NO, with properties calculated with ωB97M-V/def2-TZVPD.

Last column: Löwdin charge in e.
Geometry (Å):
C1 1.265 -0.460 -0.300  -0.519
C2 -1.822 0.419 0.260  -0.445
N1 2.402 -0.700 0.211  0.105
O1 0.178 -0.969 0.034  0.044
F1 -2.509 -0.532 0.866  0.173
F2 -1.445 1.376 1.016  0.222
F3 -2.504 0.825 -0.781  0.184
H1 1.119 0.269 -1.217  0.149
H2 3.316 -0.228 -0.089  0.087

orbital gap (alpha / beta): 0.3443 / 0.2451 hartree
E_LUMO (alpha / beta): -0.80 / -2.81 eV
2S+1: 1

#ii
Below is 2 unconnected molecules or ions with the total composition C2H2F3NO, with properties calculated with ωB97M-V/def2-TZVPD.

Last column: Löwdin charge in e.
Geometry (Å):
C1 -0.663 1.114 -0.796  0.066
C2 0.232 -1.043 0.625  -0.401
N1 0.398 0.875 -0.172  -0.189
O1 1.544 1.218 0.051  0.017
F1 0.109 -1.170 1.964  0.121
F2 -0.919 -1.655 0.199  0.078
F3 1.349 -1.585 0.139  0.149
H1 -0.669 1.922 -1.422  0.071
H2 -1.380 0.324 -0.588  0.088

orbital gap (alpha / beta): 0.3532 / 0.3531 hartree
E_LUMO (alpha / beta): -0.19 / -0.19 eV
2S+1: 1

Best to worst by energy: #ii, #i.

#i
Below is 2 unconnected molecules or ions with the total composition CH9N2O, with properties calculated with ωB97M-V/def2-TZVPD.

Last column: Löwdin charge in e.
Geometry (Å):
O1 -0.435 0.973 2.475  -0.037
H1 -1.265 1.392 2.737  0.077
H2 -0.585 0.580 0.771  0.099
H3 -0.202 0.431 3.239  0.080
N1 -0.582 0.107 -0.172  0.179
C1 0.694 -0.617 -0.692  -0.193
N2 0.517 -0.624 -2.104  0.021
H4 -1.350 -0.564 -0.099  0.160
H5 -0.848 0.822 -0.847  0.153
H6 1.609 -0.101 -0.391  0.136
H7 0.772 -1.637 -0.311  0.134
H8 0.411 -1.483 -2.622  0.097
H9 1.126 0.036 -2.570  0.095

orbital gap: 0.4151 hartree
E_LUMO: -3.29 eV
2S+1: 1
charge: +1

#ii
Below is 2 unconnected molecules or ions with the total composition CH9N2O, with properties calculated with ωB97M-V/def2-TZVPD.

Last column: Löwdin charge in e.
Geometry (Å):
N1 -2.918 0.773 -0.189  0.006
H1 -3.647 0.090 -0.383  0.021
H2 -3.338 1.402 0.481  0.018
H3 -0.071 -0.095 -0.445  0.152
H4 -2.672 1.210 -1.060  0.006
N2 0.486 -0.615 0.240  0.213
C1 1.972 -0.552 -0.030  -0.180
O1 2.466 0.527 0.719  0.012
H5 0.222 -1.601 0.243  0.171
H6 0.058 -0.246 1.099  0.178
H7 2.387 -1.485 0.354  0.144
H8 2.104 -0.460 -1.108  0.150
H9 2.951 1.051 0.078  0.110

orbital gap: 0.3810 hartree
E_LUMO: -3.63 eV
2S+1: 1
charge: +1

Best to worst by energy: #i, #ii.